1.
Below is C7H10 in the gas phase, with properties calculated with ωB97M-V with the def2-TZVPD basis set.

Each line ends with the natural charge from an NBO analysis.
Geometry (Å):
C  -0.16465  0.45540  1.51807  -0.346
C  0.09049  -0.57584  -1.99858  -0.414
C  1.15805  0.13776  0.42030  -0.069
C  1.33057  0.03710  1.83728  -0.431
C  -0.66012  0.41131  -1.14143  -0.255
C  -0.97521  -1.06308  -1.07364  -0.422
C  0.10977  1.02310  0.02343  -0.245
H  1.79765  0.71958  2.54512  0.197
H  -1.39948  1.04426  -1.62218  0.215
H  -0.35503  1.34309  2.12600  0.242
H  1.10788  -0.76017  -1.65950  0.244
H  -0.07628  -0.59726  -3.06822  0.209
H  1.50333  -1.00949  2.08465  0.211
H  -0.64676  -1.59817  -0.18264  0.218
H  -1.91270  -1.41019  -1.49692  0.212
H  0.05684  2.11910  0.07003  0.210
H  -0.96433  -0.27652  1.61824  0.225

Cartesian forces, eV/Å:
-0.3 -0.1 0.2
0.1 0.0 -0.3
-0.3 -0.4 0.1
0.3 0.0 0.3
-0.1 0.2 -0.1
-0.1 -0.1 0.0
0.1 0.0 -0.2
-0.1 0.3 0.0
0.1 0.0 0.0
0.1 -0.2 -0.2
-0.2 0.0 -0.2
-0.1 0.1 0.1
0.2 0.2 0.5
0.0 0.2 -0.2
0.1 0.1 0.0
0.1 -0.2 0.1
0.2 0.0 -0.1

relative energy (zero: lowest compared OMol25 entry of this formula, charge and spin): 528.2 kJ/mol


2.
Below is 9 unconnected molecules or ions with the total composition C13H29BCl16O5S in a non-equilibrium geometry, with properties calculated with ωB97M-V with the def2-TZVPD basis set.

Each line ends with the natural charge from an NBO analysis.
Geometry (Å):
Cl  3.49758  4.21208  -0.11829  -0.018
Cl  -4.06539  4.49768  3.29016  -0.035
Cl  -1.42662  2.06566  3.46107  -0.034
Cl  4.96114  2.42365  -1.90087  -0.031
Cl  -8.66716  -0.01280  -4.07018  -0.022
Cl  0.03631  3.06835  1.12524  -0.020
Cl  4.29808  -2.90668  0.45180  -0.032
Cl  4.74308  2.94386  3.41081  -0.012
Cl  -6.30793  0.67285  -5.66712  -0.028
Cl  -3.69895  -5.26020  1.11814  -0.036
Cl  -3.07284  -7.26959  -0.92198  -0.031
Cl  2.00425  -4.57335  1.20892  -0.026
Cl  -4.51485  6.13148  5.67816  -0.020
Cl  4.85481  -2.57013  4.92274  -0.018
Cl  4.34226  -5.41116  4.43051  -0.030
Cl  6.14664  5.19278  2.16323  -0.032
S  -1.04034  -1.92846  -0.94984  1.778
O  -2.25481  -1.27642  -1.90204  -0.883
O  -3.14490  -0.28842  0.07246  -0.908
O  -4.60663  -0.83287  -1.68455  -0.740
O  0.20197  -1.02497  -1.47283  -0.722
O  -0.87820  -3.25086  -1.48386  -0.944
C  2.18163  0.54590  -2.34190  -0.402
C  -3.43298  -5.56719  -0.60515  -0.398
C  2.62558  -0.79658  -1.77659  -0.413
C  -7.98867  0.12301  -5.69632  -0.393
C  -3.31426  5.44999  4.57656  -0.393
C  1.44866  -1.75459  -1.42626  -0.091
C  -1.49501  2.43969  1.73463  -0.403
C  3.75871  -4.50100  1.00326  -0.398
C  6.28207  3.79110  3.23598  -0.396
C  3.69057  -3.89098  5.06036  -0.396
C  -4.83784  0.02746  -2.80813  -0.252
C  1.74382  1.54576  -1.27874  -0.613
C  5.00889  3.93562  -0.98515  -0.394
B  -3.34297  -0.79293  -1.18027  1.280
H  1.36466  0.43924  -3.04905  0.207
H  1.62606  2.52278  -1.74204  0.207
H  7.00904  3.10567  2.81762  0.221
H  -1.72693  1.52896  1.19516  0.233
H  -8.57579  0.83875  -6.25812  0.224
H  -4.79343  -0.53629  -3.73250  0.190
H  1.42167  -2.54381  -2.16755  0.195
H  4.05343  -5.23910  0.26733  0.223
H  -2.59419  -4.96543  -0.93801  0.246
H  4.21976  -4.70760  1.96071  0.231
H  -2.65237  4.80212  5.13861  0.227
H  2.47727  1.67178  -0.49069  0.205
H  0.78769  1.26099  -0.86423  0.213
H  -4.13747  0.86055  -2.86403  0.172
H  -5.84101  0.43316  -2.74668  0.194
H  3.02274  0.95180  -2.89468  0.202
H  -2.26376  3.18696  1.57731  0.223
H  2.80573  -3.63453  4.48933  0.228
H  3.44193  -4.03044  6.10497  0.225
H  -3.92207  0.23062  0.33025  0.503
H  3.19417  -1.32205  -2.53767  0.209
H  5.17305  4.75676  -1.67233  0.221
H  -2.75743  6.26111  4.12415  0.223
H  -4.33316  -5.29882  -1.14434  0.218
H  -8.02377  -0.85083  -6.16869  0.224
H  5.81454  3.88020  -0.26452  0.224
H  3.24302  -0.67192  -0.89328  0.206
H  1.62706  -2.22332  -0.46213  0.192
H  6.60387  4.13496  4.21111  0.223

Cartesian forces, eV/Å:
0.1 0.2 0.1
-0.1 0.1 -0.1
0.0 0.0 0.0
0.2 0.1 0.0
0.0 0.0 0.0
0.0 0.1 0.1
0.0 -0.1 0.0
0.0 0.0 0.0
-0.1 0.1 -0.2
0.0 0.1 0.0
0.0 0.0 0.0
0.0 0.0 0.0
0.0 0.0 0.0
0.0 0.0 0.0
0.0 -0.1 0.1
0.1 0.1 0.1
-0.3 0.5 0.2
0.6 0.0 0.6
0.0 0.5 0.2
-0.1 0.7 -0.4
-0.8 -0.4 0.0
0.1 -0.6 -0.3
0.2 0.2 0.3
0.1 0.1 -0.1
-1.1 -0.5 -0.1
0.0 0.0 0.0
0.1 0.0 0.0
1.1 0.4 -0.5
-0.1 -0.1 -0.1
0.1 0.0 0.0
0.0 -0.1 0.0
-0.1 0.1 0.0
-0.3 -0.4 -0.3
0.0 0.0 -0.6
0.0 0.0 0.0
0.0 -0.1 0.1
0.0 -0.2 -0.2
-0.1 0.2 0.0
0.0 0.0 -0.1
0.0 -0.1 0.0
0.0 0.1 0.0
0.2 -0.1 -0.1
-0.3 -0.1 -0.1
-0.1 0.0 -0.1
0.1 0.0 0.0
0.0 0.1 0.0
0.0 -0.1 0.0
0.1 -0.2 0.2
-0.1 -0.1 0.2
0.2 0.0 0.1
-0.1 0.0 0.2
0.1 0.1 -0.1
0.0 0.1 0.1
0.0 0.0 -0.1
0.1 0.0 0.0
0.1 -0.5 0.1
0.3 0.0 0.0
-0.1 0.0 -0.1
-0.1 0.0 0.0
-0.1 -0.1 0.0
0.0 0.0 0.1
0.0 -0.1 0.0
0.2 0.2 0.0
-0.3 0.1 0.2
-0.1 0.1 0.0

energy: -236061.79550 eV


3.
Below is a molecular structure, C29H42AsN3PRhS4 in a non-equilibrium geometry, with properties calculated with ωB97M-V with the def2-TZVPD basis set.

Each line ends with the Löwdin charge.
Geometry (Å):
Rh  0.21180  -0.24022  -0.51322  0.411
As  -2.12493  0.07338  3.66661  0.244
S  -0.56874  0.63086  1.46944  -0.002
S  -3.23819  1.78095  3.27459  -0.121
S  -0.26314  0.85791  4.60012  -0.063
S  0.87731  1.16781  2.78643  0.005
P  0.58378  1.98068  -1.24432  1.014
N  0.46284  -1.29116  -2.22898  -0.026
N  -0.04112  -2.13307  0.11952  -0.087
N  -0.06053  -3.04174  -0.77036  0.089
C  -0.44980  -2.62174  1.38388  -0.292
C  2.03220  2.51635  -0.18883  -0.434
C  4.27699  3.18173  1.30685  -0.195
C  4.10669  3.97084  0.01331  -0.195
C  0.86852  -1.76823  -4.53945  -0.036
C  2.64918  3.90221  -0.46824  -0.190
C  -3.17804  4.87252  -1.13251  -0.185
C  -0.67033  4.64025  -0.97799  -0.177
C  -0.18278  -2.69032  3.76840  -0.135
C  2.41760  2.25961  -5.00180  -0.191
C  -3.20063  3.52075  -0.38716  -0.187
C  -1.84035  5.10137  -1.84755  -0.202
C  -1.52234  -3.50863  1.47826  -0.023
C  1.02377  2.66334  -2.92009  -0.422
C  -1.29646  -3.51357  3.86990  -0.101
C  0.74336  -0.90081  -3.47659  -0.111
C  0.23959  -2.24304  2.53000  -0.115
C  -0.75324  3.13083  -0.63713  -0.440
C  0.36567  -3.55399  -3.05424  0.007
C  1.73516  3.55272  -5.44582  -0.188
C  0.25504  -2.61573  -2.02286  -0.313
C  0.68487  -3.13160  -4.32013  -0.054
C  2.37248  2.14584  -3.47023  -0.204
C  -0.08055  2.54018  -3.97942  -0.200
C  -2.14991  2.56755  -0.94836  -0.243
C  4.07753  1.67926  1.04113  -0.194
C  3.12412  1.43192  -0.13973  -0.231
C  -1.94947  -3.93928  2.72027  -0.080
C  0.22514  3.50711  -5.13339  -0.176
H  1.88798  3.72040  -6.51254  0.107
H  0.20270  -4.59236  -2.80311  0.118
H  -2.01364  -3.82717  0.56960  0.107
H  0.87498  0.15487  -3.61800  0.052
H  -0.63605  3.02806  0.44436  0.060
H  1.91364  1.40727  -5.46908  0.104
H  -2.98763  3.67004  0.67437  0.091
H  -2.24604  1.58047  -0.49334  0.061
H  -0.70518  5.20707  -0.04357  0.123
H  -1.72394  6.16079  -2.08710  0.111
H  2.62945  4.15177  -1.52973  0.084
H  5.26421  3.35621  1.73758  0.107
H  2.20214  4.38782  -4.91629  0.113
H  2.65048  0.45109  -0.03158  0.066
H  -1.05473  2.76933  -3.55246  0.079
H  3.68049  1.41533  -1.08062  0.098
H  -1.83212  4.56450  -2.79922  0.089
H  5.03951  1.20586  0.83158  0.109
H  3.67140  1.20800  1.93780  0.075
H  3.54049  3.53274  2.03565  0.112
H  1.58993  2.54696  0.81140  0.028
H  4.39507  5.01398  0.15546  0.110
H  2.56322  1.11420  -3.16833  0.090
H  -0.14821  1.52616  -4.37197  0.094
H  -2.30390  2.43793  -2.02309  0.097
H  0.79406  -3.83930  -5.13059  0.113
H  0.26996  4.90314  -1.46362  0.081
H  2.05965  4.65981  0.05254  0.113
H  1.12966  -1.63620  2.43486  0.080
H  3.18293  2.74713  -3.05357  0.105
H  -0.33442  3.19132  -6.01669  0.110
H  1.10987  -1.38503  -5.52066  0.110
H  -2.79041  -4.61639  2.79269  0.105
H  -3.35112  5.68111  -0.41896  0.107
H  1.12595  3.73469  -2.73662  0.083
H  -1.64439  -3.83994  4.84127  0.106
H  -4.19233  3.07023  -0.44788  0.110
H  4.77101  3.55059  -0.74812  0.111
H  -0.12731  4.50853  -4.87465  0.107
H  -3.98448  4.91491  -1.86801  0.105
H  3.45406  2.23930  -5.34240  0.112
H  0.36369  -2.40027  4.65523  0.102

Cartesian forces, eV/Å:
0.2 0.1 0.0
-1.2 0.4 -0.9
-1.0 0.1 -0.4
0.2 -0.6 0.2
1.5 0.5 -0.2
0.3 0.1 1.4
0.2 0.8 0.6
-0.1 -0.6 -0.1
-0.2 -0.2 -1.1
0.0 -0.4 1.1
-0.1 -0.5 0.8
0.1 -0.2 -0.3
0.1 -0.1 -0.1
-0.1 0.0 0.1
0.0 -0.3 0.0
0.1 0.0 0.1
0.1 -0.1 0.0
0.0 0.0 -0.2
0.0 -0.2 0.1
0.0 0.2 0.0
0.0 0.0 -0.1
0.0 0.1 0.1
0.1 0.3 -0.3
-0.2 -0.4 0.1
0.1 -0.1 -0.1
0.1 0.1 0.0
0.2 0.0 -0.3
-0.1 -0.2 -0.2
-0.1 0.0 0.6
-0.1 -0.1 0.0
0.3 0.6 -1.2
0.1 0.2 -0.2
-0.1 0.1 -0.2
0.0 0.2 0.0
0.0 0.1 0.1
-0.1 0.1 0.0
-0.1 0.0 0.1
0.0 0.0 0.1
0.0 -0.1 0.0
0.0 0.1 0.0
0.0 0.0 -0.1
-0.1 0.0 0.0
0.0 0.0 0.0
0.0 -0.1 0.0
0.0 0.0 0.0
0.0 0.0 0.0
0.0 0.0 0.0
0.1 0.0 0.0
0.0 0.0 0.0
-0.1 0.1 0.0
0.0 0.0 0.1
0.0 0.0 0.0
0.1 0.0 0.0
0.0 0.0 0.0
0.0 0.0 0.0
0.0 0.0 0.0
0.0 0.0 0.0
0.0 -0.1 0.0
0.0 0.0 0.0
-0.1 0.0 0.0
0.0 0.0 -0.1
0.1 0.0 0.1
-0.1 0.0 0.0
0.0 0.0 0.0
0.0 0.0 0.0
0.0 0.0 0.1
0.0 0.0 0.0
-0.1 0.2 0.0
0.0 0.0 0.1
0.0 0.0 0.0
0.0 0.0 0.0
0.0 0.0 0.0
0.0 0.0 0.0
0.0 0.0 0.0
0.0 0.0 0.0
0.0 0.0 0.0
0.0 0.1 0.0
0.0 0.0 0.0
0.0 0.0 0.0
0.0 -0.1 0.0
0.0 0.1 0.0

energy: -151702.69511 eV


4.
Below is 10 unconnected molecules or ions with the total composition C20H30N10 in a non-equilibrium geometry, with properties calculated with ωB97M-V with the def2-TZVPD basis set.

Each line ends with the natural charge from an NBO analysis.
Geometry (Å):
N  16.91105  -10.34776  -5.78911  -0.330
N  15.25838  -6.31600  -6.69426  -0.349
N  11.46396  -17.66633  -3.83268  -0.354
N  11.22953  -15.65334  -8.69740  -0.353
N  14.79645  -14.14177  -9.77110  -0.405
N  14.90974  -10.83127  -10.41837  -0.334
N  14.18585  -14.74348  -4.68664  -0.356
N  12.77463  -10.30462  -7.03498  -0.376
N  11.29478  -5.14040  -5.71951  -0.348
N  9.30844  -13.06894  -6.67604  -0.356
C  12.31176  -15.98962  -11.04579  -0.718
C  16.35291  -12.76237  -6.64311  -0.722
C  16.83504  -14.91494  -11.19931  -0.726
C  11.58796  -6.23247  -5.47671  0.296
C  14.08051  -11.50582  -10.81888  0.299
C  11.92737  -7.61820  -5.16177  -0.716
C  15.24920  -7.20805  -7.41141  0.296
C  13.70495  -16.46199  -6.57376  -0.728
C  13.98507  -15.50835  -5.50138  0.306
C  12.65339  -12.87317  -7.44935  -0.742
C  11.06999  -16.67993  -4.26421  0.294
C  9.47331  -10.80757  -7.97546  -0.728
C  10.59887  -15.42596  -4.82725  -0.728
C  13.00341  -12.35625  -11.30597  -0.726
C  12.71376  -11.44642  -7.20789  0.319
C  11.70513  -15.80224  -9.72687  0.309
C  9.34676  -12.06999  -7.24783  0.306
C  15.24651  -8.35282  -8.31862  -0.721
C  15.69500  -14.47897  -10.39995  0.346
C  16.66074  -11.41338  -6.14253  0.290
H  11.00599  -8.19743  -5.22266  0.238
H  13.35257  -12.97660  -12.13169  0.245
H  17.24409  -13.18052  -7.11040  0.243
H  10.87676  -15.40584  -5.87624  0.258
H  12.70066  -7.95215  -5.83723  0.275
H  17.70641  -14.99997  -10.54953  0.268
H  10.15013  -10.13982  -7.44983  0.276
H  12.63326  -16.59015  -6.69657  0.270
H  11.06891  -14.60010  -4.29881  0.261
H  13.59026  -13.22548  -7.88572  0.266
H  15.58067  -12.67682  -7.40488  0.245
H  16.01163  -13.42428  -5.85051  0.273
H  12.29347  -15.03764  -11.57919  0.249
H  14.90692  -9.21717  -7.74921  0.268
H  8.50826  -10.31870  -8.09176  0.259
H  14.59425  -8.19507  -9.16791  0.248
H  16.25953  -8.56055  -8.65539  0.254
H  17.04250  -14.22018  -12.00228  0.268
H  12.15850  -11.75685  -11.63509  0.256
H  11.71602  -16.68735  -11.63555  0.262
H  14.06011  -16.01711  -7.50798  0.249
H  13.33487  -16.33070  -10.96494  0.255
H  12.43556  -13.44038  -6.55061  0.271
H  11.89936  -13.11641  -8.19884  0.255
H  14.20407  -17.40065  -6.36095  0.262
H  16.62370  -15.91678  -11.57615  0.258
H  12.66906  -13.02337  -10.50934  0.259
H  12.22779  -7.65819  -4.11539  0.253
H  9.52130  -15.35665  -4.72216  0.266
H  9.86097  -11.01854  -8.97213  0.246

Cartesian forces, eV/Å:
-0.1 -0.3 -0.1
-0.1 0.3 0.3
0.1 -0.2 0.0
-0.2 0.1 0.4
0.1 -0.3 0.1
0.6 0.4 0.2
0.3 1.1 1.2
-0.1 -1.1 -0.2
0.3 -1.1 0.2
0.0 0.5 -0.2
-0.6 0.3 -0.2
0.2 0.4 0.0
0.0 -0.4 0.5
-0.3 1.2 -0.2
-0.6 -0.4 -0.2
-0.6 0.6 0.4
0.0 -0.3 -0.4
0.1 0.6 -0.1
-0.5 -1.2 -1.2
0.1 -0.5 -0.6
0.0 0.0 0.1
-0.2 -0.1 -0.1
0.1 -0.1 0.2
-0.2 -0.2 0.0
0.1 1.1 0.2
0.4 -0.2 -0.6
0.1 -0.2 0.3
0.2 -0.2 0.5
0.1 0.1 -0.1
0.0 -0.1 0.0
0.2 -0.2 -0.3
0.0 0.1 0.0
0.0 0.0 0.0
-0.2 0.2 -0.2
0.1 -0.4 0.0
0.0 0.1 -0.1
0.1 0.0 0.0
0.0 -0.2 0.2
0.0 0.1 0.0
0.0 0.1 0.2
0.0 0.0 0.0
0.0 0.1 0.1
0.1 -0.1 0.1
-0.1 0.0 -0.2
-0.1 -0.1 0.1
-0.1 0.1 -0.1
0.0 0.1 -0.1
0.0 0.1 -0.1
0.0 0.1 -0.1
0.1 -0.1 0.1
0.1 -0.2 0.0
0.1 -0.1 0.1
0.0 0.1 0.2
-0.2 0.1 0.2
-0.1 -0.1 -0.1
0.0 0.1 -0.2
0.1 0.1 0.0
0.3 -0.1 -0.1
-0.1 0.1 -0.1
0.1 0.1 0.0

relative energy (zero: lowest compared OMol25 entry of this formula, charge and spin): 22.7 kJ/mol